Density functional theory data (wB97M-V/def2-TZVPD) for a cluster of 12 separate species, C82H170N16O8P2 in total at a distorted geometry.

As for the total charge: 0. For the energy, the calculation gives -5386.81214 Ha. The structure (SMILES) is CN(C)P(=O)(N(C)C)N(C)C.CN(C)P(=O)(N(C)C)N(C)C.CC1(C)CCCC(C)(C)N1O.CC1(C)CCCC(C)(C)N1O.CC1(C)CCCC(C)(C)N1O.CC1(C)CCCC(C)(C)N1O.CC1(C)CCCC(C)(C)N1O.CC1(C)CCCC(C)(C)N1O.c1cc[nH]c1.c1cc[nH]c1.c1cc[nH]c1.c1cc[nH]c1. As for the HOMO-LUMO gap: 7.98 eV. The value obtained for the HOMO energy is -7.73 eV.

Structure (XYZ):
```
278
Properties=species:S:1:pos:R:3:forces:R:3
P -1.387124 -3.347495 -4.955970 -0.09 -2.22 -1.16
P 0.081567 0.088114 0.664704 -0.57 0.50 2.88
O -5.931929 6.584179 2.554097 0.84 0.61 -0.14
O 0.758650 -8.245910 3.444850 -0.33 -0.68 0.85
O 7.595285 -3.391869 -1.982282 -1.02 1.10 -1.11
O 4.006185 1.999755 4.881549 -0.07 -0.17 -1.37
O 1.389750 2.015404 3.821852 -1.23 -0.87 -0.25
O -0.013820 -3.579330 -5.507856 -1.11 0.86 0.11
O 0.158130 0.104837 2.174742 -0.83 0.00 -0.68
O -5.083201 5.037782 -4.296361 -0.71 -0.41 0.33
N -0.092272 -1.390738 0.051092 0.70 -0.20 0.22
N -1.221566 0.920665 0.053327 1.47 -2.01 -0.48
N 1.032868 -7.147356 2.613846 2.08 -0.11 1.04
N -0.402912 -2.087207 3.907997 1.52 -1.45 1.03
N -1.840135 -1.771407 -4.796578 0.56 -1.07 -0.61
N -2.741949 -3.876348 -5.902598 1.19 0.46 0.44
N 6.237886 -2.770458 -1.842699 1.84 -0.26 0.55
N 0.728569 2.644864 -5.914217 2.06 -2.44 -0.39
N 0.186141 2.819428 4.042852 0.75 -1.31 -0.80
N 4.749699 1.115650 3.985990 -0.02 0.85 0.06
N 1.490840 0.664052 0.170347 1.23 0.58 -1.37
N -5.600610 5.253647 2.972124 -1.06 -0.34 -0.27
N -5.882218 -1.018050 2.512113 2.43 0.34 -0.26
N -1.486796 -4.287928 -3.579882 0.58 0.82 -0.60
N 4.825539 3.649656 -3.760525 -0.58 1.41 -1.60
N -4.566093 4.205526 -5.307657 0.76 -0.61 1.00
C 0.691442 -2.751407 4.510636 -1.42 1.11 -1.50
C -0.093411 -6.900130 1.825485 -1.98 -0.56 -2.01
C 2.627124 -6.359178 1.056845 1.01 1.66 -1.10
C -0.455209 2.386536 5.310609 -0.43 0.51 -0.32
C 5.346263 -0.078209 6.095867 -1.25 0.15 1.00
C -1.704043 3.290588 5.375632 -0.54 -0.89 -0.02
C 5.557013 -1.164889 3.715411 -1.25 1.88 -0.32
C 4.339281 -1.015978 -2.870021 -0.40 1.67 0.25
C -6.745957 4.878931 3.887502 2.45 -1.83 0.09
C -0.913556 0.931175 5.064973 0.57 0.19 0.92
C -3.179374 2.364376 -5.822440 -0.68 -2.05 1.21
C -4.965984 3.030395 -7.337201 -1.26 -0.19 -2.19
C 1.511009 4.716055 4.804881 0.51 0.77 0.42
C 2.492838 -8.812785 1.417991 -0.56 -0.86 0.52
C 1.542252 -6.105376 0.074148 -2.36 -1.00 0.11
C -8.139326 4.879802 3.342260 -0.52 0.96 0.27
C 0.168206 -3.420800 5.562259 0.31 -0.22 0.57
C 5.572871 2.915025 2.574744 -0.18 -0.47 -0.20
C 4.082848 -2.492222 -2.894063 -0.04 -0.40 0.90
C -2.770565 3.791369 -3.794469 0.82 -1.44 1.62
C -0.714607 5.046779 3.837825 -0.06 -1.24 1.97
C 1.153766 1.967116 -7.073099 -0.33 0.44 0.91
C -1.619044 0.772634 -1.330679 1.34 0.20 -0.68
C -3.847599 3.038056 -4.621134 0.09 3.23 -1.14
C -4.637501 -0.675061 3.035293 -0.72 0.75 -1.09
C 5.054126 2.979341 -2.634047 0.15 -0.33 1.59
C 3.328753 -7.339651 3.180875 -0.30 1.86 -0.58
C 6.490087 -1.320259 -1.669581 -0.07 0.28 0.67
C -6.340174 4.413955 0.679387 -1.87 -0.14 -1.04
C -3.780963 -0.383342 1.978842 -0.09 -1.18 1.89
C 6.884318 -0.677001 3.271809 2.14 0.37 0.93
C -1.176893 -6.394303 2.752185 -1.38 -0.52 0.01
C -5.874510 5.305381 -7.021864 -0.11 -0.99 0.39
C -5.754596 -1.046761 1.176463 -1.00 -1.12 -1.84
C -2.690332 -4.673811 -2.943340 0.09 -1.66 1.82
C 1.539753 2.192705 -4.848370 0.70 0.61 -1.58
C 0.421037 2.441111 6.593087 -0.73 0.35 0.53
C 7.364745 -0.609799 -2.752853 -0.50 -0.58 0.84
C -1.781311 2.013729 0.736069 0.87 0.98 0.82
C 0.212572 -5.828586 0.793621 0.47 0.75 0.96
C 4.824224 -0.167147 4.672227 -0.39 -0.65 -0.42
C -1.213978 -3.176438 5.675692 -0.18 0.58 -1.39
C 6.855968 2.323825 4.680400 -0.25 0.50 -0.43
C -4.486909 -0.730804 0.807278 1.16 1.57 -1.07
C 3.757723 4.489023 -3.571838 -0.83 1.34 -0.90
C 1.127283 4.328398 2.368379 0.30 0.14 -1.29
C 2.343333 -7.432358 2.012171 0.31 -0.66 0.60
C -1.437645 4.744410 5.213969 0.30 3.18 1.27
C -4.012380 4.810798 1.239394 1.22 1.16 -0.74
C -6.545356 5.803527 5.051264 -0.11 -0.83 1.16
C 5.994272 1.762362 3.541322 0.19 0.29 -1.28
C -3.015357 -1.464312 -4.061573 -2.35 0.27 -0.33
C -4.671578 2.152391 -3.687752 -1.56 1.13 -0.33
C 0.561316 4.207766 3.763064 -1.28 -0.10 0.55
C -1.531536 -2.349401 4.599493 -1.41 -0.01 -0.20
C -5.580648 3.948534 -6.298837 -0.85 0.17 -0.96
C -4.247650 1.885885 -6.756536 0.07 -0.14 -0.16
C 6.070729 -3.119094 -4.287008 2.08 -0.98 -1.95
C 3.373711 -0.581605 4.743791 0.04 -2.09 -0.43
C 0.918736 -2.029986 -0.715411 1.23 -0.66 -0.34
C -0.745942 -0.841154 -4.814300 0.45 -0.54 0.29
C 5.089783 -4.657421 -2.712394 0.00 -0.52 1.16
C 2.217279 1.157073 -6.812951 1.11 0.57 1.66
C 2.561378 1.392020 -5.405700 -2.03 -0.08 0.05
C -2.835696 -5.310337 -6.107432 -0.38 -0.97 1.43
C -1.305529 -2.117287 0.074222 -0.65 0.08 -0.92
C 2.761288 0.438971 0.919241 -1.01 -0.16 -0.59
C -6.916363 3.350213 -5.760526 0.21 -0.42 -0.30
C -6.127872 2.483470 3.286555 -0.93 0.20 -1.04
C 3.279745 4.334284 -2.290066 0.69 0.34 -0.51
C 7.210116 -1.216695 -0.329144 -1.15 -1.15 1.33
C 6.764925 0.694430 2.652954 -0.39 1.06 0.70
C -0.664567 -8.187111 1.089475 0.36 0.57 0.40
C 1.502712 1.125730 -1.204506 0.39 -0.28 -0.92
C -5.328844 4.394873 1.755034 -0.19 0.37 1.52
C -6.466946 3.405507 4.421325 1.13 2.38 -0.90
C 5.089154 -0.660307 -1.583188 0.74 0.65 0.11
C 5.436233 -3.203144 -2.973265 -1.28 -1.57 0.57
C 4.133015 3.395267 -1.693945 0.62 -0.06 -2.02
C -2.832131 -3.147615 -7.168097 0.43 -0.31 -1.29
C -5.020588 3.057260 2.348958 0.53 -1.86 2.99
C -0.297412 -4.993227 -3.102146 0.14 0.04 -0.43
H -4.086708 3.225027 3.019114 -1.28 -0.52 -1.15
H -1.207938 -0.207999 -1.729255 -1.18 1.20 0.36
H -1.518194 2.906067 0.184552 -0.29 0.76 -0.09
H -0.655248 -5.770614 0.114796 0.38 0.17 0.15
H 0.291812 -4.889346 1.401363 -0.05 -0.35 -0.73
H -2.268372 3.147269 4.452823 -0.51 -1.11 0.16
H -2.665453 1.038595 -1.432476 -0.64 -1.03 0.07
H -1.432395 0.551386 5.930397 -0.68 0.14 0.39
H 2.970067 -0.641930 0.979922 0.07 0.23 0.18
H 0.842942 1.967184 -1.336354 -0.41 0.31 -0.03
H -0.255758 -6.010966 -3.487141 -0.23 -0.32 -0.07
H 0.573704 -4.504170 -3.517787 0.20 0.14 0.19
H -7.225893 3.662254 -4.764797 -0.08 0.63 -0.11
H 4.935105 -0.660227 -3.723921 -0.12 -0.52 0.04
H -2.293584 4.674525 -4.194511 -0.48 0.23 -0.79
H 1.901397 5.661003 4.435070 0.42 0.15 0.19
H 7.725975 1.119991 2.355537 0.11 -0.02 0.23
H 2.697909 -5.432208 1.615097 0.25 0.40 0.38
H 6.143969 2.910408 5.326801 1.17 -0.25 -0.51
H -5.659902 3.494840 5.143290 0.35 -0.18 0.06
H -2.745929 -5.819971 -2.986914 -0.20 1.36 0.48
H 1.439341 5.373866 2.165656 0.04 -0.53 0.30
H -5.906406 1.479145 3.689268 -0.02 0.43 -0.63
H 8.022006 -1.357085 -3.159795 0.59 -0.08 -0.18
H -7.658340 3.616740 -6.503750 -0.47 0.12 0.20
H 0.445817 4.082431 1.513623 0.05 -0.03 1.01
H -2.315691 -2.184878 -7.154072 -0.23 -0.06 0.37
H -2.384122 5.386522 5.234217 0.91 -1.12 -0.02
H 0.620067 3.463581 7.033079 -0.06 -1.23 -0.78
H 0.167186 -1.405756 -5.051578 -0.21 0.51 -0.11
H -0.670282 -0.480373 -3.815028 0.52 0.91 0.84
H 4.164115 3.148907 -0.710129 -0.08 -0.90 2.68
H 5.586895 -2.127470 4.146958 -0.06 -1.17 0.48
H -0.597612 -8.995385 1.822145 -0.36 -0.09 -0.32
H -3.751793 -2.334316 -4.079728 1.14 1.13 0.18
H -4.015126 1.447189 -3.283863 1.01 -1.29 0.75
H 4.899744 3.635458 3.070735 0.12 -0.45 -0.18
H -0.121048 0.193296 4.990297 0.54 0.30 -0.26
H 0.871268 -7.936822 4.350245 0.00 0.19 -0.08
H 7.938510 0.185785 -2.259748 -0.17 -0.12 -0.39
H -3.593375 -4.299090 -3.374981 -0.34 0.34 -0.50
H 1.865663 -1.490217 -0.631158 -0.13 -0.24 -0.02
H 5.331530 0.971054 6.441700 -0.50 -0.68 0.06
H -1.816605 -1.858667 -0.867517 -0.38 -1.02 0.08
H -6.542960 5.104129 -7.911371 0.51 0.46 1.12
H 6.449790 3.490642 2.249913 -0.07 -0.24 -0.01
H 2.812657 -0.084386 5.467177 -0.78 1.32 1.17
H -4.886407 1.195190 -6.240828 -0.62 -0.26 0.52
H -0.131338 -8.493013 0.172183 -0.19 0.32 0.42
H -0.225932 -5.069573 -2.011760 -0.28 0.40 -0.09
H -8.276498 4.124146 2.596606 -0.29 -0.84 -0.01
H 0.759108 -4.023340 6.195274 0.39 -0.58 0.71
H -5.757531 4.465174 -3.869315 0.26 0.74 0.07
H -5.481939 5.862795 5.359600 -0.62 -0.08 -0.24
H -0.396057 6.070338 3.753447 -0.23 0.62 -0.04
H 3.581813 -2.909396 -1.962061 0.51 1.11 -0.74
H -2.634231 -4.309630 -1.882195 -0.40 -0.67 -0.57
H -1.519778 0.835943 4.186612 -0.40 0.12 -0.51
H -3.614341 4.150609 0.456324 0.04 -0.43 0.73
H -7.092863 3.609395 0.739013 0.20 0.36 0.04
H -2.165409 -6.661255 2.327503 0.35 0.68 0.19
H -0.069991 3.238988 -5.873637 -0.25 0.18 0.20
H 6.206805 0.622905 1.745621 -0.60 -0.15 -0.79
H 2.891347 -0.463083 3.791907 -0.27 0.12 -0.59
H -3.805386 -5.597479 -6.519902 -0.07 0.26 -0.07
H -1.138453 -6.954852 3.665032 -0.01 -0.36 0.56
H 0.650891 -2.020677 -1.773019 -0.03 -0.35 -0.33
H -5.765400 2.569025 -8.047115 0.99 1.24 1.08
H 4.604110 -5.162586 -3.542217 0.00 0.07 -0.13
H 3.262917 -8.250198 3.727119 0.04 -0.30 1.05
H -2.433021 2.968566 -6.274414 0.47 0.87 -0.44
H 2.554507 4.936114 -1.770534 -0.26 -0.05 -0.22
H 3.027685 -6.382645 3.668462 0.21 -1.02 0.51
H 6.511279 -1.432044 0.541898 0.68 0.00 -1.14
H -6.925987 6.750471 4.804578 -0.33 1.52 -0.16
H 3.220771 -1.627718 5.040672 0.55 -0.03 -0.14
H -4.892189 5.659248 -7.386095 -0.64 0.23 0.28
H -4.046026 5.735245 0.690460 -0.17 0.92 0.11
H 1.393985 2.666004 -3.873881 0.31 -0.45 -0.34
H -1.047104 -3.147709 0.220189 -0.21 -0.82 -0.47
H -7.345413 3.199241 4.968109 -1.05 -0.90 0.58
H 2.467236 1.495927 -1.481070 0.76 0.24 0.08
H 8.049250 -1.902926 -0.265042 -0.05 -0.19 -0.10
H -5.545766 1.622847 -4.108899 0.62 0.25 -0.15
H 5.436253 3.728246 -4.567373 -0.34 -0.38 0.36
H -1.197967 1.565460 -1.987266 0.38 -0.25 0.32
H 1.291820 -6.966447 -0.551069 0.64 -0.01 -0.37
H 5.258336 0.428554 -1.322184 -0.29 -0.90 -0.89
H 2.243882 -9.523672 2.220340 0.38 0.02 -0.30
H 5.430174 -3.431864 -5.097088 -0.58 -0.39 -0.06
H -0.337622 -1.519213 3.099331 0.17 0.90 -0.72
H -3.956187 1.333170 -7.616711 1.18 -0.77 -0.52
H -0.869138 5.130991 6.150529 -0.58 -0.33 -1.72
H -6.505142 -1.499199 0.527319 -0.04 0.50 0.36
H -4.805211 2.251751 1.636453 0.14 0.50 -0.21
H 4.950289 -1.156436 2.787495 -0.12 -0.45 0.44
H 3.414970 -2.821695 -3.687987 0.23 0.08 -0.40
H 1.692757 -2.691377 4.097501 -0.40 0.01 0.13
H 1.284265 0.386812 -2.018053 -0.15 0.09 0.77
H 6.356273 -2.142954 -4.581177 0.49 1.10 -0.10
H -2.282073 2.990190 6.287561 0.23 0.52 -0.82
H -2.723703 -0.162183 2.161453 -0.53 0.21 -0.42
H -2.831149 1.841501 0.759164 -1.03 0.42 0.33
H -2.275539 -3.716655 -7.969241 -0.73 0.36 0.56
H 7.749179 2.910508 4.275980 -1.35 -0.60 0.67
H 0.683034 2.128494 -8.003939 -0.58 0.20 -0.68
H -2.772132 -5.837539 -5.113078 0.04 0.49 -1.08
H -8.382747 5.785751 2.797561 -0.04 0.49 0.27
H -4.096302 -0.481326 -0.194443 -0.49 -0.74 0.51
H 5.076303 2.465714 1.664931 0.34 0.60 0.96
H -2.784333 -1.150690 -3.050776 -0.01 -0.21 0.56
H 5.944109 -5.230815 -2.362606 0.26 -0.13 -0.43
H -2.075772 -5.734003 -6.759155 0.34 0.13 -0.17
H -0.898376 -0.038880 -5.509000 -0.02 0.54 -0.41
H 3.440481 -0.423357 -2.989889 -0.53 0.03 0.30
H 1.970077 3.648991 2.263038 0.27 0.22 -0.08
H -5.070601 2.733607 -2.828922 0.32 -0.15 -0.45
H -1.354792 4.760926 3.013609 -0.35 0.07 -0.19
H 1.089961 -3.083238 -0.381442 -0.19 0.71 -0.24
H 6.335608 -0.371493 6.210672 2.08 -0.72 -0.05
H 4.354847 -7.154978 2.881452 0.22 -0.33 -0.41
H 7.625659 -0.272084 -0.119779 0.30 1.50 -0.03
H -8.801989 4.772274 4.231588 0.07 -0.07 -0.92
H -6.845787 5.363368 0.502930 -0.21 0.19 0.86
H 4.766683 -0.758889 6.782183 0.37 0.90 -0.59
H 2.300455 3.997012 4.949172 0.55 -0.01 0.08
H -2.507560 -1.968764 4.172240 1.30 -0.54 0.92
H -2.702146 1.455603 -5.487134 0.66 -0.25 0.47
H 7.609960 -0.569154 4.125185 -0.58 -0.38 -0.47
H 1.300144 1.899993 6.305184 1.04 0.16 0.13
H 1.802587 -9.072628 0.622017 0.19 0.27 -0.38
H 7.345826 -1.399857 2.578172 -0.08 0.34 0.16
H -1.979959 -1.895369 0.860621 -0.42 0.66 0.91
H 1.008037 1.207836 3.348920 0.43 1.10 0.34
H -1.703097 -7.943047 0.846393 0.15 -0.43 -0.12
H 0.002026 1.835176 7.426052 -0.19 0.34 -0.63
H 3.599324 -6.454963 0.535884 -0.35 -0.34 0.35
H 3.528629 -8.931965 1.119246 0.09 -0.24 -0.21
H 3.370012 0.902801 -4.865206 -0.34 0.27 -0.08
H -6.310188 5.940170 -6.223997 0.13 0.17 -1.04
H -7.145852 5.431837 5.891171 0.18 0.10 0.07
H -7.041337 2.461850 2.628032 0.60 -0.66 0.63
H 1.730679 -5.253272 -0.511952 0.61 0.92 -1.16
H 6.751141 -0.236809 -3.561688 0.09 0.36 -0.13
H 3.573486 0.886901 0.309797 -0.46 0.10 0.86
H -6.970294 2.262148 -5.664259 0.49 -0.06 -0.36
H 4.426195 -4.634770 -1.847055 -0.23 -0.41 -0.04
H -1.337483 2.114916 1.744477 -0.44 -0.13 -0.29
H 7.710541 -4.058657 -1.314813 -0.57 -0.28 0.71
H -4.565974 -0.413296 4.052175 0.30 -0.08 1.06
H 1.042660 4.908770 5.786126 0.24 -0.11 -0.73
H -3.606728 -0.603198 -4.487167 0.68 -0.64 0.01
H -1.123513 -5.350307 3.050666 0.15 0.21 -0.34
H 3.414855 5.212745 -4.346731 0.47 -0.96 0.65
H 6.993269 -3.781809 -4.367047 -1.08 0.88 0.29
H 2.568612 0.832272 1.929103 0.88 0.03 -0.47
H 2.823207 0.517438 -7.478419 -0.76 0.63 0.30
H -1.887127 -3.644497 6.352535 -0.37 -0.04 0.40
H -1.953337 3.047260 -3.741748 0.00 0.22 0.45
H 7.207246 1.459523 5.222548 0.44 0.04 0.50
H 3.119783 2.001206 4.433964 0.60 0.22 0.55
H -4.209622 3.552752 -7.997410 -0.98 -0.10 0.69
H -3.875285 -2.964891 -7.492143 0.43 -0.30 0.22
H -6.710499 -1.249051 2.975126 -0.96 -0.31 0.95
H -5.878900 4.348295 -0.281339 0.70 -0.72 -0.76
H -3.028136 4.080097 -2.729414 -0.11 -0.58 -1.21
H -5.294394 7.155889 3.037412 -0.54 -0.66 -0.54
H 5.900366 2.337705 -2.524682 0.24 -0.30 0.00
H -3.417013 4.924226 2.148838 0.68 -0.01 -0.64
H 4.523795 -1.016447 -0.721276 0.15 -0.44 0.05
```
Forces are in eV/Å.